# 1
The following is a quantum chemistry calculation of a cluster of 2 separate species, C2H6ClNO3S in total, from OMol25.

Atoms and positions in Å:
1 H -0.973 -2.497 -1.266
2 H 1.043 -0.209 1.269
3 C 0.787 0.750 0.671
4 H 1.849 2.089 -0.506
5 C -0.206 0.134 -0.264
6 N 1.997 1.334 0.103
7 O -2.097 -1.302 -0.969
8 S -1.598 -0.656 0.431
9 H 0.282 -0.739 -0.582
10 Cl 2.685 0.225 -1.011
11 H 0.496 1.629 1.226
12 O -1.067 -1.763 1.114
13 O -2.628 0.276 0.868
14 H -0.572 0.728 -1.083

Its spin multiplicity is 1. The value obtained for the LUMO energy is -2.6 eV. The value obtained for the calculated total energy is -1218.450489 Ha. The value obtained for the energy above the lowest of the compared OMol25 structures with the same formula, charge and spin is 120.9 kcal per mole.


# 2
The following is a quantum chemistry calculation of a structure of composition C16H28AsN4O4Ru, from OMol25.

Atoms and positions in Å:
1 C 0.286 3.708 -0.223
2 H -1.353 2.121 1.215
3 O 6.891 -0.060 -2.122
4 H -5.966 -0.801 0.597
5 H 7.351 0.221 1.692
6 C 0.033 -2.539 -0.994
7 C 3.971 0.476 1.784
8 H -4.105 -4.194 1.552
9 H 0.335 -4.389 -0.093
10 C -3.251 -3.521 1.489
11 C -1.972 2.835 0.654
12 H -1.026 4.727 1.068
13 N -2.029 0.789 -0.799
14 H -2.649 2.701 -1.415
15 H 0.905 -4.259 -1.775
16 C -5.451 -1.542 1.208
17 H -2.960 -3.216 2.493
18 H -3.497 -3.355 -1.702
19 H 4.618 0.297 -1.576
20 H -0.352 2.987 -2.056
21 C 6.058 0.250 -0.003
22 H -1.640 4.597 -0.555
23 H 5.466 0.414 3.314
24 H 3.143 0.563 2.475
25 H -2.726 3.166 1.365
26 H -2.417 -4.054 1.033
27 H -4.783 -2.155 -1.884
28 C 2.387 0.543 -0.105
29 As -3.718 -1.958 0.421
30 Ru 0.082 0.672 -0.849
31 C -1.124 4.037 0.230
32 C -2.668 2.105 -0.501
33 N 0.314 2.696 -1.340
34 O 2.060 0.554 -1.336
35 H -0.839 -4.380 -1.432
36 H -2.373 0.087 -0.119
37 N -0.039 -1.399 -0.935
38 H -5.318 -1.137 2.209
39 C 3.734 0.449 0.405
40 H -5.074 -3.625 -0.942
41 N 7.184 0.124 -0.960
42 C 4.781 0.331 -0.508
43 C 6.325 0.282 1.355
44 H -6.060 -2.443 1.262
45 H 1.230 2.745 -1.787
46 H -3.718 1.925 -0.271
47 O 1.333 0.630 0.653
48 O 8.298 0.130 -0.496
49 H -2.387 0.420 -1.683
50 C 0.113 -3.984 -1.080
51 C 5.268 0.393 2.252
52 H 0.877 3.294 0.594
53 C -4.332 -2.869 -1.197
54 H 0.786 4.608 -0.580

Its spin multiplicity is 2. As for the net charge: +2. The value obtained for the LUMO energy (alpha / beta) is -8.1 / -8.6 eV. The value obtained for the calculated total energy is -3476.472328 Ha. The expectation value of S² is 0.756. The value obtained for the energy above the lowest of the compared OMol25 structures with the same formula, charge and spin is 48.0 kcal per mole.


# 3
The following is a quantum chemistry calculation of the ion C6H5N2O4 with charge +1, from OMol25.

Atoms and positions in Å:
1 H 0.033 -2.691 0.606
2 N 0.415 0.284 -0.238
3 H -0.605 0.148 2.696
4 O 1.428 -1.611 -0.096
5 C -0.999 0.362 1.677
6 H 2.848 0.984 -1.769
7 O -0.325 1.292 -0.730
8 O 3.308 -0.884 -2.059
9 C 1.431 -0.441 -0.685
10 C 2.623 -0.080 -1.557
11 H -2.403 2.025 1.532
12 C -1.841 1.226 1.098
13 C -1.716 0.884 -0.353
14 N 0.263 -1.755 0.793
15 H -2.303 1.271 -1.070
16 C -0.523 -0.535 0.555
17 O -1.634 -0.480 -0.399

Its spin multiplicity is 1. As for the structure (SMILES): O=CC1=[N+]2O[C@@H]3C=C[C@@]2(NO1)O3. As for the net charge: +1. The value obtained for the LUMO energy is -5.8 eV. The value obtained for the calculated total energy is -641.614548 Ha.


# 4
The following is a quantum chemistry calculation of a cluster of 15 separate species, C15H60N16O15 in total, from OMol25.

Atoms and positions in Å:
1 H 18.360 9.901 21.073
2 H 26.138 13.300 24.172
3 H 21.969 5.264 27.980
4 C 21.599 5.092 26.970
5 H 24.927 4.242 24.091
6 H 21.708 9.871 21.175
7 H 21.666 13.307 23.947
8 C 23.010 10.467 27.913
9 H 28.436 6.382 23.233
10 H 23.276 8.853 26.859
11 O 20.625 11.968 20.752
12 C 23.952 4.421 23.638
13 H 20.542 4.834 27.023
14 H 23.472 10.845 27.001
15 H 20.768 7.302 25.530
16 H 24.077 11.360 19.567
17 H 18.216 9.323 25.171
18 H 23.452 10.703 17.460
19 N 28.835 6.513 24.152
20 C 29.449 10.682 21.028
21 N 25.490 6.696 28.025
22 H 23.026 4.131 22.122
23 N 20.700 9.851 21.105
24 H 27.029 9.140 26.480
25 C 19.634 8.381 24.230
26 C 26.038 6.574 21.378
27 C 24.947 12.101 25.289
28 H 18.115 11.535 21.303
29 O 21.883 6.094 25.905
30 H 19.783 5.101 22.646
31 O 26.818 5.650 21.576
32 H 30.196 8.902 20.884
33 H 21.933 4.117 26.615
34 C 25.506 5.937 26.919
35 N 24.034 10.400 19.876
36 O 27.382 11.113 26.872
37 H 25.013 11.087 25.682
38 N 26.501 7.767 21.317
39 O 21.380 4.047 21.710
40 N 18.771 10.822 21.016
41 H 27.716 9.696 27.957
42 H 19.221 7.891 26.104
43 H 20.698 3.434 21.427
44 H 23.697 5.478 23.560
45 H 18.158 9.351 23.391
46 H 25.254 7.970 24.302
47 H 23.184 3.920 24.228
48 H 28.255 12.181 21.467
49 H 24.036 10.069 20.830
50 O 23.267 8.424 19.615
51 O 24.329 9.983 22.442
52 H 24.865 12.740 26.169
53 O 26.193 12.498 24.697
54 N 18.604 9.107 24.264
55 H 21.269 10.905 25.357
56 H 21.178 6.056 22.189
57 C 28.843 7.700 24.574
58 H 25.856 8.519 21.121
59 N 29.586 9.473 21.453
60 H 20.295 8.994 21.452
61 H 24.295 7.367 20.906
62 H 27.079 11.429 26.018
63 H 26.872 4.770 26.003
64 N 29.320 7.722 25.766
65 N 19.943 7.869 25.397
66 H 24.642 7.184 28.275
67 H 29.595 5.962 24.524
68 H 23.020 8.037 24.430
69 O 22.786 9.086 27.651
70 N 23.179 8.460 23.527
71 C 24.225 9.183 23.320
72 H 22.149 11.032 23.740
73 N 24.748 6.534 21.253
74 H 24.164 12.156 24.532
75 H 27.238 5.214 27.650
76 N 25.244 8.968 24.144
77 H 22.158 11.066 28.234
78 O 21.615 12.821 24.773
79 O 29.940 11.167 20.092
80 H 22.498 8.406 22.783
81 H 26.022 10.052 27.803
82 N 28.569 11.305 21.860
83 O 28.534 8.681 23.972
84 H 23.812 10.425 28.650
85 O 20.211 8.192 23.157
86 H 21.306 4.843 23.508
87 H 27.499 7.693 21.448
88 C 20.867 5.071 22.537
89 H 29.390 9.205 22.406
90 N 26.600 5.217 26.867
91 H 29.590 6.924 26.324
92 H 26.151 6.657 28.787
93 H 20.526 11.390 23.818
94 O 23.932 3.929 22.367
95 C 26.940 9.927 27.228
96 H 28.173 10.891 22.692
97 H 22.811 6.168 25.669
98 H 22.715 9.184 17.308
99 O 24.607 5.863 26.159
100 C 21.424 11.460 24.432
101 N 23.265 9.806 17.884
102 C 23.523 9.484 19.156
103 C 20.083 10.923 20.968
104 H 29.117 8.526 26.342
105 H 26.066 9.485 23.866
106 H 24.322 5.621 21.181

Its spin multiplicity is 1. The value obtained for the LUMO energy is -0.1 eV. The value obtained for the calculated total energy is -2612.271568 Ha. The value obtained for the energy above the lowest of the compared OMol25 structures with the same formula, charge and spin is 131.6 kcal per mole.